[1]
{
  "formula": "C5H7NO",
  "method": "ωB97M-V/def2-TZVPD",
  "elements": ["C", "C", "C", "N", "C", "O", "C", "H", "H", "H", "H", "H", "H", "H"],
  "xyz": [[0.098, 1.081, 1.962], [0.046, 1.146, 0.451], [1.059, 0.641, -0.343], [1.757, 0.013, -1.082], [0.134, -1.207, -0.527], [0.555, -2.039, 0.173], [-0.741, -1.136, -1.733], [0.544, 0.125, 2.243], [0.674, 1.864, 2.489], [-0.917, 1.144, 2.373], [-0.514, 1.987, 0.032], [-1.720, -1.478, -1.396], [-0.377, -1.833, -2.504], [-0.775, -0.133, -2.141]],
  "de_lowest_kj_mol": 351.2,
  "charge": 0,
  "homo_ev": -7.8,
  "orbital_gap_ev": 7.802
}


[2]
{
  "formula": "C5H7NO",
  "method": "ωB97M-V/def2-TZVPD",
  "elements": ["C", "N", "C", "C", "C", "C", "O", "H", "H", "H", "H", "H", "H", "H"],
  "xyz": [[2.028, 1.082, 0.025], [1.512, 0.015, -0.654], [0.238, -0.011, -0.297], [-0.502, -0.515, 0.927], [-1.791, 0.100, 0.352], [-1.060, -0.648, -0.784], [-0.811, -1.756, 0.170], [2.982, 0.996, 0.540], [1.561, 2.046, -0.115], [1.991, -0.589, -1.327], [-0.168, -0.618, 1.962], [-1.858, 1.191, 0.299], [-2.708, -0.387, 0.684], [-1.415, -0.906, -1.784]],
  "de_lowest_kj_mol": 648.3,
  "charge": 0,
  "homo_ev": [-7.5, -7.3],
  "orbital_gap_ev": [8.157, 8.022]
}


[3]
{
  "formula": "C5H7NO",
  "method": "ωB97M-V/def2-TZVPD",
  "elements": ["N", "C", "O", "C", "C", "C", "C", "H", "H", "H", "H", "H", "H", "H"],
  "xyz": [[-0.471, 2.342, 0.813], [-0.091, 1.307, 0.181], [0.147, 1.277, -1.165], [0.052, -0.061, -1.634], [0.554, -0.978, -0.547], [1.802, -0.718, 0.105], [0.106, -0.051, 0.745], [-0.712, 3.104, 0.173], [0.564, -0.089, -2.598], [-1.000, -0.334, -1.757], [0.300, -2.034, -0.699], [2.433, 0.124, -0.133], [2.329, -1.585, 0.541], [0.043, -0.006, 1.848]],
  "de_lowest_kj_mol": 290.6,
  "charge": 0,
  "homo_ev": -8.8,
  "orbital_gap_ev": 9.631
}


[4]
{
  "formula": "C5H7NO",
  "method": "ωB97M-V/def2-TZVPD",
  "elements": ["C", "C", "O", "C", "C", "C", "N", "H", "H", "H", "H", "H", "H", "H"],
  "xyz": [[-1.706, -1.023, 0.235], [-0.301, -0.539, 0.201], [0.685, -1.366, 0.673], [1.866, -0.747, 0.457], [1.676, 0.462, -0.127], [0.256, 0.605, -0.280], [-0.419, 1.696, -0.865], [-2.188, -0.891, 1.212], [-2.292, -0.475, -0.510], [-1.750, -2.086, -0.023], [2.749, -1.283, 0.776], [2.434, 1.163, -0.450], [0.202, 2.486, -0.989], [-1.212, 1.996, -0.311]],
  "smiles": "Cc1occc1N",
  "de_lowest_kj_mol": 70.9,
  "charge": 0,
  "homo_ev": -7.8,
  "orbital_gap_ev": 8.865
}


[5]
{
  "formula": "C5H7NO",
  "method": "ωB97M-V/def2-TZVPD",
  "elements": ["C", "C", "C", "C", "C", "H", "H", "H", "H", "H", "H", "H", "N", "O"],
  "xyz": [[0.501, -0.698, 0.377], [-0.947, -0.249, 0.307], [0.592, 0.695, -0.315], [-0.108, 0.485, -1.549], [-1.283, -0.115, -1.155], [1.692, -0.626, 2.021], [1.022, -1.580, -0.155], [-1.735, -0.836, 0.904], [-0.057, 1.407, 1.587], [1.635, 1.182, -0.347], [0.332, 0.689, -2.542], [-2.007, -0.824, -1.583], [-0.400, 1.176, 0.672], [0.763, -0.704, 1.777]],
  "de_lowest_kj_mol": 402.6,
  "charge": 0,
  "homo_ev": -8.7,
  "orbital_gap_ev": 9.551
}


[6]
{
  "formula": "C5H7NO",
  "method": "ωB97M-V/def2-TZVPD",
  "elements": ["C", "C", "N", "C", "C", "C", "O", "H", "H", "H", "H", "H", "H", "H"],
  "xyz": [[1.369, 0.467, -1.227], [0.428, 0.234, -0.088], [0.823, -0.042, 1.293], [-0.032, -1.003, 0.635], [-1.499, -0.565, 0.608], [-0.999, 0.729, -0.066], [-1.538, 1.695, -0.534], [0.783, 0.454, -2.152], [2.133, -0.313, -1.287], [1.858, 1.443, -1.157], [0.339, 0.531, 1.982], [0.341, -2.015, 0.518], [-2.065, -0.515, 1.542], [-2.075, -1.124, -0.140]],
  "smiles": "C[C@]12N[C@H]1CC2=O",
  "de_lowest_kj_mol": 191.8,
  "charge": 0,
  "homo_ev": -9.4,
  "orbital_gap_ev": 10.393
}


[7]
{
  "formula": "C5H7NO",
  "method": "ωB97M-V/def2-TZVPD",
  "elements": ["C", "C", "C", "C", "N", "O", "C", "H", "H", "H", "H", "H", "H", "H"],
  "xyz": [[1.346, -0.024, 1.521], [0.531, -0.260, 0.287], [0.747, 0.208, -0.986], [-0.516, 0.008, -1.606], [-1.367, 1.037, -1.634], [-1.127, -1.089, -1.046], [-0.796, -0.802, 0.282], [0.689, 0.147, 2.379], [1.979, -0.886, 1.755], [1.992, 0.851, 1.412], [1.485, 0.929, -1.307], [-2.304, 0.703, -1.867], [-1.485, 0.692, -0.205], [-1.173, -1.513, 1.014]],
  "de_lowest_kj_mol": 457.8,
  "charge": 0,
  "homo_ev": -8.8,
  "orbital_gap_ev": 9.247
}


[8]
{
  "formula": "C5H7NO",
  "method": "ωB97M-V/def2-TZVPD",
  "elements": ["C", "C", "C", "C", "N", "C", "H", "H", "H", "H", "H", "O", "H", "H"],
  "xyz": [[2.251, 0.257, -0.172], [1.011, 0.565, 0.107], [-0.258, 0.680, 0.342], [-1.536, -0.054, 0.343], [-2.127, 0.507, 1.544], [-1.506, 1.405, 0.576], [2.952, -0.026, 0.611], [2.614, 0.237, -1.196], [-2.060, -0.619, -0.415], [-1.508, 0.363, 2.341], [-2.025, 2.192, 0.049], [0.630, -2.558, 0.008], [1.298, -2.395, 0.684], [0.272, -1.679, -0.161]],
  "smiles": "C=C=C1[C@H]2N[C@@H]12.O",
  "de_lowest_kj_mol": 499.4,
  "charge": 0,
  "homo_ev": -9.3,
  "orbital_gap_ev": 10.173
}


[9]
{
  "formula": "C5H7NO",
  "method": "ωB97M-V/def2-TZVPD",
  "elements": ["O", "C", "C", "C", "C", "C", "N", "H", "H", "H", "H", "H", "H", "H"],
  "xyz": [[-0.653, 1.178, -2.784], [0.043, 0.153, -2.107], [-0.068, 0.173, -0.629], [-0.496, 0.864, 0.365], [-0.890, 0.359, 1.626], [0.421, -0.370, 1.738], [-0.150, 0.228, 2.913], [-1.540, 1.218, -2.406], [-0.276, -0.847, -2.444], [1.097, 0.255, -2.390], [-1.829, -0.185, 1.651], [1.345, 0.137, 1.458], [0.321, -0.942, 0.362], [0.378, 1.055, 3.191]],
  "de_lowest_kj_mol": 845.1,
  "charge": 0,
  "homo_ev": -9.0,
  "orbital_gap_ev": 8.781
}


[10]
{
  "formula": "C5H7NO",
  "method": "ωB97M-V/def2-TZVPD",
  "elements": ["C", "C", "C", "C", "C", "N", "O", "H", "H", "H", "H", "H", "H", "H"],
  "xyz": [[0.912, -1.268, 1.957], [0.135, -0.734, 1.203], [-0.493, -0.081, 0.110], [0.178, -1.459, -0.737], [0.067, 1.354, -0.158], [-0.828, 2.332, -0.559], [1.250, 1.595, -0.056], [1.696, -1.979, 2.072], [-1.577, -0.114, -0.048], [-0.655, -1.721, -1.360], [0.494, -2.424, -0.257], [1.061, -1.077, -1.231], [-0.433, 3.266, -0.626], [-1.806, 2.310, -0.309]],
  "smiles": "C#C[C@H](C)C(N)=O",
  "de_lowest_kj_mol": 362.2,
  "charge": 0,
  "homo_ev": -8.7,
  "orbital_gap_ev": 9.541
}


[11]
{
  "formula": "C5H7NO2",
  "method": "ωB97M-V/def2-TZVPD",
  "elements": ["C", "C", "C", "C", "C", "N", "O", "O", "H", "H", "H", "H", "H", "H", "H"],
  "xyz": [[3.651, -0.496, 0.102], [3.157, 0.878, 0.009], [-0.501, 1.104, -0.098], [-0.305, -0.371, 0.472], [0.745, -1.177, -0.326], [2.318, -0.229, -0.106], [4.534, -1.284, 0.200], [3.123, 2.049, -0.006], [-1.333, 1.327, 0.637], [0.477, 1.682, 0.088], [-0.748, 0.946, -1.136], [-1.336, -0.836, 0.335], [-0.046, -0.422, 1.635], [0.902, -2.016, 0.309], [0.599, -0.961, -1.390]],
  "de_lowest_kj_mol": 362.7,
  "charge": 0,
  "homo_ev": -9.4,
  "orbital_gap_ev": 9.793
}


[12]
{
  "formula": "C5H7NO2",
  "method": "ωB97M-V/def2-TZVPD",
  "elements": ["N", "C", "C", "O", "C", "C", "O", "C", "H", "H", "H", "H", "H", "H", "H"],
  "xyz": [[-2.725, 0.006, -0.299], [-1.539, -0.317, 0.267], [-0.259, -0.511, -0.435], [0.857, -1.530, 0.006], [1.909, -0.594, 0.029], [1.782, 0.799, -0.075], [0.653, 1.533, 0.038], [-0.345, 0.577, 0.544], [-2.783, 0.829, -1.072], [-3.439, 0.388, 0.456], [-1.619, -1.105, 1.170], [0.013, -0.271, -1.488], [2.904, -1.203, 0.028], [2.577, 1.423, -0.860], [0.047, 0.154, 1.520]],
  "smiles": "NC1[C@@H]2OC=CO[C@@H]12",
  "de_lowest_kj_mol": 678.8,
  "charge": 0,
  "homo_ev": -8.0,
  "orbital_gap_ev": 8.603
}


[13]
{
  "formula": "C5H7NO2",
  "method": "ωB97M-V/def2-TZVPD",
  "elements": ["C", "C", "C", "N", "C", "C", "O", "O", "H", "H", "H", "H", "H", "H", "H"],
  "xyz": [[2.003, 1.625, -1.351], [0.895, 1.033, -0.986], [-0.311, 0.983, -0.425], [-0.581, -0.095, 0.360], [-1.948, -0.432, 0.727], [0.496, -1.020, 0.539], [1.618, -0.822, 0.971], [0.045, -2.305, 0.514], [2.960, 1.165, -1.128], [1.999, 2.520, -1.966], [-1.079, 1.741, -0.553], [-2.252, -1.381, 0.279], [-1.997, -0.510, 1.817], [-2.655, 0.316, 0.358], [0.806, -2.818, 0.844]],
  "smiles": "C=C=CN(C)C(=O)O",
  "de_lowest_kj_mol": 394.4,
  "charge": 0,
  "homo_ev": [-6.9, -7.6],
  "orbital_gap_ev": [7.283, 7.714]
}


[14]
{
  "formula": "C5H7NO2S",
  "method": "ωB97M-V/def2-TZVPD",
  "elements": ["C", "C", "C", "C", "C", "N", "O", "O", "S", "H", "H", "H", "H", "H", "H", "H"],
  "xyz": [[-1.052, 0.494, -0.422], [-0.975, -0.812, -0.375], [-2.080, -1.730, -0.598], [-0.104, 1.541, 0.117], [0.175, -1.608, 0.312], [-3.731, -0.824, 0.285], [-3.585, 0.119, 0.963], [-4.661, -1.417, -0.195], [-2.694, -2.930, -1.388], [-1.930, 0.841, -0.979], [0.923, 1.325, -0.199], [-0.155, 1.368, 1.252], [-0.366, 2.519, -0.088], [0.050, -2.645, 0.202], [0.090, -1.442, 1.319], [1.157, -1.383, -0.003]],
  "de_lowest_kj_mol": 532.6,
  "charge": 0,
  "homo_ev": [-8.4, -8.4],
  "orbital_gap_ev": [7.504, 7.503]
}


[15]
{
  "formula": "C5H7NO2S2",
  "method": "ωB97M-V/def2-TZVPD",
  "elements": ["C", "C", "N", "C", "C", "S", "S", "O", "O", "C", "H", "H", "H", "H", "H", "H", "H"],
  "xyz": [[-1.469, 0.241, 0.659], [-0.141, -0.075, 0.097], [0.807, -0.253, 0.922], [2.117, -0.724, 0.314], [3.259, -0.055, 0.972], [4.678, -0.805, 0.966], [1.901, 0.026, -1.438], [2.448, -0.709, -2.547], [2.250, 1.405, -1.272], [0.108, 0.011, -1.355], [-1.885, 1.292, 0.375], [-1.486, 0.261, 1.752], [-2.198, -0.389, 0.137], [2.092, -1.911, 0.454], [3.056, 0.986, 1.265], [-0.497, -0.803, -1.861], [-0.368, 0.912, -1.607]],
  "smiles": "CC1=N[C@H](C=S)S(=O)(=O)C1",
  "de_lowest_kj_mol": 204.6,
  "charge": 0,
  "homo_ev": -9.2,
  "orbital_gap_ev": 8.376
}


[16]
{
  "formula": "C5H7NO3",
  "method": "ωB97M-V/def2-TZVPD",
  "elements": ["C", "N", "C", "C", "C", "C", "O", "O", "O", "H", "H", "H", "H", "H", "H", "H"],
  "xyz": [[-0.959, -0.855, -1.536], [-0.220, -0.161, -0.474], [1.200, 0.179, -0.578], [-0.679, 0.168, 0.693], [1.082, 0.592, 1.537], [-1.779, 0.596, 1.291], [1.930, -1.000, -0.613], [1.576, 1.190, -1.147], [1.191, 1.685, 2.020], [2.809, -0.734, -0.927], [1.597, -0.295, 1.973], [-0.814, -0.323, -2.476], [-0.561, -1.866, -1.631], [-2.018, -0.904, -1.291], [-1.959, 0.374, 2.337], [-2.398, 1.354, 0.822]],
  "de_lowest_kj_mol": 571.0,
  "charge": 0,
  "homo_ev": [-7.6, -7.6],
  "orbital_gap_ev": [6.541, 6.540]
}


[17]
{
  "formula": "C5H7NOS",
  "method": "ωB97M-V/def2-TZVPD",
  "elements": ["C", "C", "N", "C", "C", "O", "C", "S", "H", "H", "H", "H", "H", "H", "H"],
  "xyz": [[-1.825, 0.261, 0.032], [-0.466, -0.400, -0.022], [-0.514, -1.745, -0.077], [0.719, 0.311, 0.029], [0.760, 1.767, -0.006], [-0.250, 2.457, -0.069], [1.984, -0.414, 0.160], [3.522, 0.136, -0.076], [-1.988, 0.834, -0.911], [-2.638, -0.474, 0.093], [-1.879, 0.973, 0.859], [-1.447, -2.151, -0.280], [0.293, -2.294, -0.222], [1.766, 2.202, 0.052], [1.962, -1.464, 0.438]],
  "smiles": "C/C(N)=C(\\C=O)C=S",
  "de_lowest_kj_mol": 115.0,
  "charge": 0,
  "homo_ev": -8.3,
  "orbital_gap_ev": 7.937
}


[18]
{
  "formula": "C5H7NOS",
  "method": "ωB97M-V/def2-TZVPD",
  "elements": ["O", "C", "C", "C", "C", "S", "N", "C", "H", "H", "H", "H", "H", "H", "H"],
  "xyz": [[1.187, 2.406, 0.176], [0.600, 1.353, 0.073], [0.457, 0.410, 1.233], [-0.593, -0.709, 0.965], [-0.272, -1.450, -0.318], [-0.521, -3.082, -0.564], [0.160, -0.611, -1.241], [-0.014, 0.863, -1.174], [0.122, 0.909, 2.177], [1.436, -0.011, 1.439], [-0.758, -1.431, 1.754], [-1.531, -0.142, 0.891], [0.366, -1.021, -2.163], [0.426, 1.360, -2.068], [-1.066, 1.156, -1.179]],
  "smiles": "O=C1CCC(=S)NC1",
  "de_lowest_kj_mol": 44.8,
  "charge": 0,
  "homo_ev": -8.5,
  "orbital_gap_ev": 9.070
}


[19]
{
  "formula": "C5H7NOS",
  "method": "ωB97M-V/def2-TZVPD",
  "elements": ["S", "C", "C", "C", "N", "C", "C", "O", "H", "H", "H", "H", "H", "H", "H"],
  "xyz": [[2.922, 0.089, -0.154], [1.437, -0.157, 0.700], [0.387, -1.274, 0.467], [-0.353, -0.981, -0.905], [-0.978, 0.333, -0.877], [-0.296, 1.381, -0.220], [0.199, 0.709, 1.128], [-0.647, -0.496, 1.367], [0.689, -2.349, 0.542], [-1.183, -1.764, -1.026], [0.401, -1.188, -1.669], [-2.090, 0.183, -0.543], [0.376, 2.049, -0.908], [-1.111, 2.123, 0.048], [0.248, 1.341, 2.051]],
  "smiles": "S=C1[C@@H]2CNC[C@H]1O2",
  "de_lowest_kj_mol": 427.3,
  "charge": 0,
  "homo_ev": -8.8,
  "orbital_gap_ev": 8.057
}


[20]
{
  "formula": "C5H7NOS",
  "method": "ωB97M-V/def2-TZVPD",
  "elements": ["C", "C", "S", "C", "C", "N", "C", "O", "H", "H", "H", "H", "H", "H", "H"],
  "xyz": [[1.536, -1.153, 0.152], [0.872, 0.221, 0.298], [1.746, 1.538, -0.704], [-0.562, 0.232, 0.005], [-1.257, -0.582, -0.821], [-2.550, -0.238, -0.731], [-2.602, 0.638, 0.197], [-1.432, 1.034, 0.651], [1.758, -1.171, -0.937], [2.439, -1.030, 0.625], [0.867, -1.803, 0.620], [0.892, 0.806, 1.469], [2.714, 1.700, 0.275], [-0.975, -1.276, -1.630], [-3.444, 1.085, 0.530]],
  "smiles": "C[C@@H](S)c1cnco1",
  "de_lowest_kj_mol": 204.7,
  "charge": 0,
  "homo_ev": -9.0,
  "orbital_gap_ev": 9.649
}